[1]
Here is the ion C5H8NO with charge +1 at a distorted geometry from the OMol25 dataset. Energies are from the ωB97M-V functional and the def2-TZVPD basis.

```
15
Properties=species:S:1:pos:R:3:forces:R:3
H 1.4063 -1.6562 -1.3248 0.442 0.235 1.059
C -1.5289 0.8506 0.2026 2.294 0.706 -1.652
N 1.7069 -0.1772 0.1729 4.331 4.458 1.928
C 1.3480 -1.4058 -0.2307 -2.090 -1.184 -3.680
H -1.1948 1.8101 0.5206 -0.323 0.843 1.045
H -0.5096 0.4089 2.0355 -0.689 -1.766 -0.687
H 0.1980 1.5077 -1.1772 -0.303 0.480 -0.034
O 2.7913 0.7851 -0.0987 -3.676 -3.263 0.438
H -0.6453 0.1275 -1.8855 -0.215 0.258 0.871
H -2.5150 0.9959 -0.1112 -1.661 -0.734 -0.127
C -0.4377 0.6679 -0.9281 0.255 -1.792 0.034
H -1.2034 -1.2411 1.2234 -0.376 1.093 0.471
H 1.1453 -2.2342 0.3893 0.781 -0.833 1.287
C -0.8716 -0.1842 1.1254 1.801 0.508 0.493
C 0.3106 -0.2552 0.0865 -0.574 0.992 -1.446
```
Forces are in eV/Å.

Properties
Charge   +1
Highest occupied orbital energy (alpha / beta)   -0.5649 / -0.5827 Eh
Multiplicity   3
Calculated total energy   -324.7332 Ha

---

[2]
Here is the molecule C5H8NO2 at a distorted geometry from the OMol25 dataset. Energies are from the ωB97M-V functional and the def2-TZVPD basis.

```
16
Properties=species:S:1:pos:R:3:forces:R:3
H 1.0260 -1.3383 -1.1701 -0.146 -0.103 -0.121
O 2.2105 0.8831 -1.3224 0.044 0.003 0.124
C 0.4208 -0.4760 0.7447 -0.187 1.175 0.383
C 1.4283 -1.1171 -0.1849 0.139 -0.428 -0.268
H -0.2106 1.1189 -0.6207 -0.110 0.135 -0.272
O 3.5784 -0.3602 0.0062 -0.064 -0.182 0.148
C -0.6154 0.3867 0.0607 0.418 -0.624 0.238
H -0.0505 -1.1767 1.4228 -0.093 -0.494 -0.123
H 0.9734 0.1896 1.4105 0.218 0.005 0.211
H -2.4864 1.6551 -1.0402 -0.108 -0.012 -0.065
C -1.9173 0.2820 0.2895 0.016 -0.119 -0.121
H -3.5548 1.4397 0.1902 -0.129 -0.131 -0.132
H -2.3058 -0.4149 1.0275 0.048 -0.028 -0.056
C 2.5151 -0.0206 -0.5872 -0.039 0.338 -0.374
N -2.9070 0.9653 -0.4289 -0.001 0.423 0.220
H 1.8952 -2.0166 0.2023 -0.006 0.042 0.206
```
Forces are in eV/Å.

Properties
Highest occupied orbital energy (alpha / beta)   -0.3153 / -0.3148 Eh
Multiplicity   2
Calculated total energy   -400.4720 Ha